# C29H41F5P2STi

A structure of composition C29H41F5P2STi in a non-equilibrium geometry (wB97M-V/def2-TZVPD, OMol25).

The geometry in ORCA input format:
```
! wB97M-V def2-TZVPD RIJCOSX def2/J DEFGRID3
* xyz 1 2
Ti 2.26852 -0.82974 0.24861
C -1.25457 -0.60403 1.13776
C -0.84653 -1.61619 0.25110
C 0.92835 -1.11237 1.66753
C -0.18969 -0.24091 1.97584
C 0.53318 -1.92660 0.52490
C -2.66977 -0.10948 1.30299
H -3.24395 -0.14024 0.37650
H -2.70678 0.92295 1.64973
H -3.23948 -0.69639 2.03240
C -0.24407 0.67241 3.14878
H -1.00923 1.45925 3.03338
H 0.71934 1.18958 3.21260
H -0.45236 0.15453 4.10399
C 2.25225 -1.31514 2.40264
H 2.26057 -2.24843 3.03416
H 2.52032 -0.49137 3.07350
H 3.16083 -1.48993 1.64713
C 1.27284 -3.02819 -0.15100
H 1.36343 -3.89760 0.52042
H 2.31909 -2.70646 -0.50570
H 0.71917 -3.35232 -1.04131
C -1.72376 -2.44326 -0.61021
H -1.82957 -3.42142 -0.13228
H -1.31886 -2.60818 -1.60435
H -2.73700 -2.06952 -0.73038
C -0.86331 2.39256 -1.94507
C -1.77575 1.47171 -1.61462
C -2.47498 0.41663 -2.43673
C -1.87485 -0.03114 -3.80509
C -0.51104 -0.57286 -3.78486
C 0.79109 0.03249 -3.83095
C 1.12668 1.40512 -3.13281
C 0.07499 2.47737 -3.12274
H -3.49502 0.81458 -2.59862
H -2.00438 0.80501 -4.50135
H -2.63270 -0.47605 -1.82304
H -0.53973 2.48220 -4.03365
H -0.77181 3.29070 -1.27040
H -2.25428 1.59275 -0.62748
H 0.53424 3.49157 -3.09267
H 1.41050 1.24345 -2.06586
H 1.45121 -0.65753 -3.19711
H 2.06790 1.82038 -3.51741
H -2.52753 -0.82053 -4.21288
H -0.49227 -1.66071 -3.47869
P -0.27610 1.60648 -5.83011
C -0.51395 3.35590 -6.26349
C -1.50011 0.84497 -6.97171
P 2.08318 -0.38734 -5.38311
C 1.40823 1.17386 -6.27667
C 1.27717 -1.54150 -6.57151
C 3.72119 -0.24050 -6.24752
H 0.31574 3.96317 -5.89246
H -1.43703 3.72277 -5.79397
H -0.60108 3.46165 -7.34879
H -1.37345 1.29079 -7.96527
H -2.51088 1.07918 -6.60898
H -1.40646 -0.24409 -7.03046
H 3.59697 0.04998 -7.30590
H 4.26481 -1.19309 -6.20460
H 4.31792 0.53161 -5.74586
H 2.09518 2.01186 -6.00686
H 1.46234 1.00711 -7.36890
H 1.85057 -2.47465 -6.62586
H 1.23758 -1.12459 -7.59081
H 0.25892 -1.79412 -6.25864
F 2.57127 4.60820 5.12236
C 2.51396 3.84935 4.01243
C 1.46705 4.05211 3.10853
F 0.49381 4.95329 3.37480
C 1.45520 3.29957 1.92854
F 0.39444 3.49159 1.10437
C 2.43351 2.34897 1.61156
S 2.53133 1.36881 0.10786
C 3.46292 2.20563 2.54719
F 4.45686 1.30915 2.30776
C 3.52759 2.93513 3.72342
F 4.57366 2.77328 4.56339
*
```

Output
Calculated total energy, hartree: -3558.7369
Orbital gap (alpha / beta), eV: 3.796 / 4.158
ΔE to the lowest compared entry with this formula, charge and spin, kJ/mol: 387.9
<S²>: 0.885
Lowest unoccupied orbital energy (alpha / beta), eV: -4.72 / -4.37

# C42H41MoNO4P2

A structure of composition C42H41MoNO4P2 in a non-equilibrium geometry (wB97M-V/def2-TZVPD, OMol25).

The geometry in ORCA input format:
```
! wB97M-V def2-TZVPD RIJCOSX def2/J DEFGRID3
* xyz 2 3
Mo -1.38817 0.07578 0.28273
C 2.47107 1.32259 0.45871
C 1.89584 2.40502 0.29353
C 1.96048 3.20173 -0.97906
C 1.02036 2.83407 -2.19288
C 0.39213 1.49989 -2.22655
C 1.01005 0.37201 -2.06575
C 2.47540 0.32752 -1.89072
C 3.20885 0.53796 -0.49591
C 0.68093 -1.17233 0.55831
H 2.38618 0.87955 1.54529
H 1.35716 3.03150 1.10212
H 3.02541 3.16768 -1.28116
H 1.81813 4.27482 -0.77048
H 0.34504 3.68627 -2.32205
H 1.77646 2.87260 -2.99524
H -0.72096 1.49294 -2.56516
H 0.38784 -0.60571 -2.27836
H 2.95541 1.00507 -2.62959
H 2.75700 -0.71123 -2.12733
H 3.45936 -0.44846 -0.11470
H 4.13408 1.07600 -0.77250
H 1.79110 -1.25730 0.65876
H 0.39664 -1.66866 -0.39202
H 0.05052 -1.66888 1.35020
P -3.51527 1.02338 0.79734
P -3.16472 -0.29660 -1.26854
C -3.60293 2.14018 -0.66963
C -3.39915 1.38612 -1.79133
C -5.02205 1.30044 1.85508
C -5.79645 2.46758 1.68734
C -6.77179 2.82595 2.63154
C -7.05069 2.02098 3.75426
C -6.33487 0.83230 3.90492
C -5.34382 0.49983 2.96466
C -2.15835 1.39239 1.75633
C -1.22848 0.29319 2.31776
C -0.01096 0.66847 2.86362
C -0.05756 1.95376 3.48308
C -0.93043 3.00752 3.11423
C -1.94999 2.75864 2.18437
C -4.93519 -1.07552 -1.62217
C -6.00146 -0.77994 -0.76225
C -7.28772 -1.26631 -0.96391
C -7.57298 -2.08550 -2.04974
C -6.54343 -2.36644 -2.95109
C -5.24308 -1.85812 -2.76730
C -2.15922 -1.17109 -2.55284
C -1.90802 -2.54765 -2.43502
C -1.07650 -3.16007 -3.38238
C -0.54633 -2.44570 -4.46403
C -0.90741 -1.11368 -4.63100
C -1.75666 -0.49652 -3.70608
H -3.99193 3.15547 -0.60244
H -3.32760 1.67966 -2.83937
H -5.67539 3.08564 0.79473
H -7.35162 3.74709 2.51373
H -7.78565 2.32890 4.50671
H -6.58904 0.17991 4.75270
H -4.85356 -0.45966 3.07718
H -1.61872 -0.85698 1.66332
H 0.64936 -0.12926 3.32806
H 0.74967 2.10417 4.20486
H -0.96450 3.99128 3.53029
H -2.73865 3.44983 1.93265
H -5.84215 -0.20920 0.15446
H -8.07437 -1.02975 -0.25469
H -8.57732 -2.48183 -2.20954
H -6.74833 -3.00562 -3.80111
H -4.47083 -2.13750 -3.48888
H -2.36628 -3.10725 -1.61050
H -0.81903 -4.20188 -3.24658
H 0.14673 -2.91230 -5.16289
H -0.52210 -0.53736 -5.46592
H -2.12022 0.51264 -3.89827
O 6.11923 -3.19279 0.08102
C 6.24925 -2.27559 0.91697
O 5.47648 -1.47919 1.48889
C 7.75027 -2.19675 1.29093
C 8.10727 -2.04124 2.64722
C 9.45052 -1.93685 3.01018
C 10.45536 -1.98184 2.02150
C 10.09124 -2.14409 0.67807
C 8.76727 -2.30386 0.31643
N 11.81557 -1.86892 2.39938
O 12.09736 -1.75141 3.61251
O 12.68980 -1.89165 1.50110
H 7.33197 -2.04857 3.42543
H 9.70771 -1.81950 4.05740
H 10.88756 -2.17407 -0.04499
H 8.52387 -2.49770 -0.72796
*
```

Output
Calculated total energy, hartree: -2730.5089
Orbital gap (alpha / beta), eV: 5.766 / 5.774
<S²>: 2.032
Lowest unoccupied orbital energy (alpha / beta), eV: -7.58 / -7.58

# CH2O3P2

A structure of composition CH2O3P2 in a non-equilibrium geometry (wB97M-V/def2-TZVPD, OMol25).

The geometry in ORCA input format:
```
! wB97M-V def2-TZVPD RIJCOSX def2/J DEFGRID3
* xyz -2 1
C -1.05653 -0.23939 0.17101
O 0.58688 1.71971 1.18323
O 0.75675 1.51470 -1.36994
O 1.26586 -1.99731 -0.71435
P 1.01530 -1.28224 0.56435
P 0.49319 0.84372 0.00545
H -1.74709 0.02741 1.00662
H -1.31435 -0.58660 -0.84638
*
```

Output
Calculated total energy, hartree: -947.7177
Orbital gap, eV: 5.805
ΔE to the lowest compared entry with this formula, charge and spin, kJ/mol: 116.5
Lowest unoccupied orbital energy, eV: 7.57

# C5H13NSi

A cluster of 2 separate species, C5H13NSi in total in a non-equilibrium geometry (wB97M-V/def2-TZVPD, OMol25).

The geometry in ORCA input format:
```
! wB97M-V def2-TZVPD RIJCOSX def2/J DEFGRID3
* xyz 0 1
C 2.79636 1.01751 -0.27020
C 2.21954 0.13976 -0.96731
C 0.11982 -0.18754 1.94431
C -1.73263 1.32013 -0.78163
C -0.83006 -0.99866 1.04637
N -1.13051 -1.46586 -1.85724
Si -0.61457 -0.24025 -0.65461
H 3.89409 1.14956 -0.10924
H 2.18546 1.58416 0.47525
H 2.55731 -0.49291 -1.73268
H 1.09522 -0.58102 2.16351
H 0.25397 0.75669 1.59701
H -0.33355 -0.00019 2.96239
H -0.99462 2.09058 -0.50033
H -2.02767 1.61340 -1.73400
H -2.53394 1.33378 -0.06216
H -1.80951 -1.00876 1.46942
H -0.53000 -2.05659 1.16357
H -2.05358 -1.88655 -1.82188
H -0.53113 -2.08724 -2.33053
*
```

Output
Calculated total energy, hartree: -542.4360
Orbital gap, eV: 8.542
ΔE to the lowest compared entry with this formula, charge and spin, kJ/mol: 349.7
Lowest unoccupied orbital energy, eV: 0.39

# C2H3N2O2

A cluster of 2 separate species, C2H3N2O2 in total in a non-equilibrium geometry (wB97M-V/def2-TZVPD, OMol25).

The geometry in ORCA input format:
```
! wB97M-V def2-TZVPD RIJCOSX def2/J DEFGRID3
* xyz 1 1
C 0.91471 0.39720 0.10538
C -2.14674 -0.00417 -0.27934
N 2.09270 -0.02129 -0.26012
N -0.08125 -0.31162 0.52095
O -2.76532 -0.92434 -0.07781
O 3.18129 -0.28557 0.07091
H 0.73387 1.42616 -0.22219
H -2.00330 1.00333 -0.62772
H 0.07404 -1.27970 0.76994
*
```

Output
Calculated total energy, hartree: -337.5285
Orbital gap (alpha / beta), eV: 8.233 / 8.235
ΔE to the lowest compared entry with this formula, charge and spin, kJ/mol: 550.4
Lowest unoccupied orbital energy (alpha / beta), eV: -5.86 / -5.86

# C3H6N2

A cluster of 3 separate species, C3H6N2 in total in a non-equilibrium geometry (wB97M-V/def2-TZVPD, OMol25).

The geometry in ORCA input format:
```
! wB97M-V def2-TZVPD RIJCOSX def2/J DEFGRID3
* xyz 0 1
N 1.93716 1.01675 -0.94199
C 0.73790 0.89733 -0.38404
C -0.91463 -0.66690 0.18119
C -1.90118 -1.53302 0.20572
N 0.01575 -0.14958 -0.48470
H 2.57308 1.69546 -0.56247
H 2.22758 0.47628 -1.74846
H 0.27875 1.24165 1.40260
H -0.23302 0.80081 1.90097
H -2.63881 -1.50387 0.99277
H -2.08260 -2.27490 -0.56158
*
```

Output
Calculated total energy, hartree: -227.2418
Orbital gap (alpha / beta), eV: 8.241 / 8.239
ΔE to the lowest compared entry with this formula, charge and spin, kJ/mol: 480.5
Lowest unoccupied orbital energy (alpha / beta), eV: 0.09 / 0.09